1.
ORCA calculation (ωB97M-V/def2-TZVPD) on a molecular structure, C26H19HgN5O2S.

```
54
C26H19HgN5O2S, DFT ωB97M-V/def2-TZVPD
Hg 0.47930 -0.33220 -0.98939
O 2.59083 0.05570 -1.25932
C 3.14263 1.21491 -1.11393
C 4.50166 1.26591 -0.69832
C 5.18815 2.44541 -0.55273
C 4.55293 3.66858 -0.79271
C 3.23498 3.66157 -1.18636
C 2.50021 2.47824 -1.36688
C 1.13546 2.62938 -1.83122
N 0.29070 1.67474 -1.94790
N -0.94187 1.95810 -2.48796
C -1.77824 0.93958 -2.42025
O -1.58762 -0.19157 -1.85390
C -3.09399 1.14852 -3.09810
C -3.52810 2.40277 -3.51648
C -4.76193 2.54554 -4.13241
C -5.57097 1.43849 -4.35097
C -5.13841 0.18284 -3.94721
C -3.91060 0.04142 -3.31986
H 4.97945 0.31490 -0.49616
H 6.22923 2.42866 -0.24945
H 5.09083 4.59947 -0.66374
H 2.73204 4.60589 -1.37229
H 0.81587 3.63530 -2.11679
H -2.88539 3.25740 -3.35331
H -5.10155 3.52718 -4.44119
H -6.53411 1.55609 -4.83341
H -5.76253 -0.68672 -4.11526
H -3.56044 -0.92622 -2.98766
N 0.10121 -2.05463 3.06489
C 0.21157 -1.16820 4.12318
C 0.27414 -1.65134 5.42790
C 0.35237 -0.78197 6.50618
C 0.38129 0.58614 6.29036
C 0.33175 1.07659 4.99092
C 0.23922 0.21553 3.91095
S 0.08559 0.83566 2.26558
N 0.34708 -0.50537 1.28435
C 0.24489 -1.75400 1.71050
C 0.28635 -2.84018 0.78730
C 0.22010 -4.20619 1.18858
C 0.18880 -5.20525 0.26067
C 0.23123 -4.87811 -1.11141
C 0.33588 -3.54491 -1.44325
N 0.37754 -2.54870 -0.56530
H 0.12842 -3.02340 3.31502
H 0.24846 -2.72409 5.59017
H 0.39227 -1.17918 7.51246
H 0.44426 1.27161 7.12565
H 0.35334 2.14484 4.80872
H 0.19598 -4.47566 2.23591
H 0.13284 -6.24002 0.57524
H 0.19433 -5.64195 -1.87433
H 0.39261 -3.24709 -2.48507
```

LUMO (alpha / beta) = 2.7 / 2.7 eV
Spin multiplicity = 2
Energy relative to the best compared isomer or geometry (same formula, charge and spin) = 0.6 kcal per mole
Total charge = -1
E_HOMO (alpha / beta) = -2.8 / -4.2 eV
Kohn-Sham gap (alpha / beta) = 5.461 / 6.882 eV

***

2.
ORCA calculation (ωB97M-V/def2-TZVPD) on a molecular structure, C26H19LiO3.

```
49
C26H19LiO3, DFT ωB97M-V/def2-TZVPD
C 5.20571 -2.84092 1.18485
O 4.78398 -1.63280 1.86767
C 3.57083 -1.08795 1.60724
C 2.63579 -1.64717 0.69142
C 1.39770 -1.04685 0.57448
C 1.04380 0.08057 1.36139
C -0.28230 0.62407 1.39849
C -1.42576 -0.13341 1.32385
C -2.73353 0.39413 0.93143
O -2.89705 1.44809 0.26931
C -3.74104 -0.60672 1.31784
C -3.07028 -1.80153 1.65575
C -3.75143 -2.99258 1.90951
C -5.15272 -2.97256 1.87042
C -5.84016 -1.75684 1.64052
C -5.13599 -0.56980 1.36946
C -1.60382 -1.57011 1.70566
O -0.76022 -2.39746 2.02532
C 2.05353 0.69052 2.15445
C 3.28264 0.10734 2.32069
H 6.21525 -2.99611 1.56212
H 4.55467 -3.68407 1.45107
H 5.20922 -2.69811 0.09612
H 2.86879 -2.54500 0.10075
H 0.68208 -1.45902 -0.13406
H -0.37363 1.68027 1.67644
H -3.18690 -3.90751 2.12069
H -5.71731 -3.89581 2.03157
H -6.93554 -1.74936 1.67026
H -5.63847 0.38440 1.20858
H 1.83206 1.61229 2.69211
H 4.06690 0.49444 2.98038
C -1.31039 2.70102 -3.19647
Li -1.36298 2.42686 -0.59711
C -1.72569 1.49313 -2.57744
C -0.56563 0.85766 -2.02267
C 0.57930 1.65920 -2.36558
C 0.11122 2.76236 -3.20412
C 1.05302 3.50906 -3.92351
C 2.40141 3.43054 -3.54641
C 2.84625 2.47920 -2.59676
C 1.94769 1.54068 -2.05354
H -1.97117 3.38702 -3.71444
H -2.71295 1.04306 -2.64567
H -0.45662 -0.17952 -1.64929
H 0.70005 4.14250 -4.74044
H 3.11604 4.10932 -4.01085
H 3.91703 2.42205 -2.36136
H 2.27662 0.69142 -1.43010
```

LUMO = -1.5 eV
Spin multiplicity = 1
Total charge = 0
E_HOMO = -6.1 eV
Kohn-Sham gap = 4.665 eV

***

3.
ORCA calculation (ωB97M-V/def2-TZVPD) on a single C26H19N3O3 molecule.

```
51
C26H19N3O3, DFT ωB97M-V/def2-TZVPD
C -5.13728 -2.95198 -1.08501
C -4.13047 -2.53353 -0.07823
N -3.35696 -3.49739 0.44177
H -3.44307 -4.44899 0.13067
H -2.64658 -3.26808 1.11870
C -3.97436 -1.21498 0.31689
C -2.95565 -0.95037 1.24854
N -2.10113 -0.84081 2.01152
C -4.77724 -0.13921 -0.23794
O -5.75757 -0.31006 -0.93564
C -4.39410 1.29389 0.14411
H -4.85069 1.54106 1.10729
O -3.00825 1.54882 0.31328
C -2.18346 1.07296 -0.62625
O -2.54988 0.44786 -1.58947
C -0.76074 1.33639 -0.27654
C 0.08503 0.25922 -0.22918
C 1.43002 0.44430 0.17326
N 1.91369 1.63023 0.44804
C 1.11602 2.70946 0.37516
C 1.68004 3.97034 0.66365
C 0.91017 5.09801 0.61303
C -0.44861 5.01711 0.27058
C -1.02538 3.81021 -0.01705
C -0.26396 2.62768 0.03283
H -2.06946 3.75484 -0.28461
H -1.03909 5.92065 0.23234
H 1.34232 6.06287 0.83434
H 2.72715 4.00550 0.92064
C 2.29808 -0.73370 0.32527
C 1.77660 -1.84398 0.95235
C 2.54860 -2.99402 1.15094
C 3.84197 -3.03762 0.71158
C 4.41610 -1.92711 0.05964
C 5.74938 -1.95974 -0.40140
C 6.29897 -0.88141 -1.03409
C 5.53377 0.27651 -1.23778
C 4.23895 0.34045 -0.80357
C 3.64361 -0.75008 -0.13625
H 3.65729 1.23557 -0.95422
H 5.97722 1.12111 -1.74480
H 7.32070 -0.91390 -1.38367
H 6.32724 -2.85979 -0.24438
H 4.44597 -3.92140 0.86121
H 2.11346 -3.84261 1.65881
H 0.76485 -1.81469 1.33116
H -0.27286 -0.72372 -0.49296
H -4.80488 1.95228 -0.63039
H -5.03582 -2.34639 -1.98422
H -5.02796 -4.00584 -1.33203
H -6.14177 -2.76593 -0.70791
```

LUMO = -0.1 eV
SMILES string = C/C(N)=C(/C#N)C(=O)COC(=O)c1cc(-c2cccc3ccccc23)nc2ccccc12
Spin multiplicity = 1
Total charge = 0
E_HOMO = -8.0 eV
Kohn-Sham gap = 7.885 eV

***

4.
ORCA calculation (ωB97M-V/def2-TZVPD) on a molecular structure, C26H19N4OSnTe.

```
52
C26H19N4OSnTe, DFT ωB97M-V/def2-TZVPD
Sn 3.86224 -0.05779 -0.91560
C -10.13525 1.20975 0.36288
O -9.40568 -0.01048 0.32187
C -8.06422 0.05436 0.23618
C -7.33171 1.23903 0.18278
C -5.95009 1.18842 0.09472
C -5.27676 -0.02657 0.05857
C -6.02353 -1.20573 0.11279
C -7.39647 -1.17083 0.20030
C -3.81700 -0.02811 -0.03290
N -3.05628 1.04323 -0.09842
C -1.77640 0.57411 -0.16830
C -1.74562 -0.79868 -0.14573
N -3.06389 -1.17362 -0.05773
C -0.54036 -1.55718 -0.20580
C -0.44735 -2.95920 -0.18395
C 0.78142 -3.56359 -0.24140
C 1.92206 -2.76134 -0.32820
N 1.85677 -1.44084 -0.35520
C 0.65636 -0.82571 -0.29369
C 0.64093 0.62731 -0.31764
N 1.82916 1.26851 -0.39988
C 1.85469 2.59132 -0.41482
C 0.69356 3.36778 -0.35295
C -0.51952 2.73414 -0.27619
C -0.56466 1.33147 -0.25394
H -11.18086 0.93018 0.43149
H -9.97485 1.79485 -0.54434
H -9.86030 1.80337 1.23642
H -7.82612 2.19887 0.20915
H -5.37589 2.10463 0.05316
H -5.53981 -2.17615 0.08573
H -7.97892 -2.08171 0.24198
H -3.42480 -2.11029 -0.01503
H -1.34540 -3.56172 -0.11972
H 0.88178 -4.63949 -0.22249
H 2.91117 -3.20235 -0.37399
H 2.83135 3.05777 -0.47550
H 0.76838 4.44583 -0.36818
H -1.45035 3.28556 -0.22927
Te 6.48005 -0.06013 -0.47134
C 8.53072 -0.10014 0.06018
C 9.16792 -1.32422 0.22149
C 10.53172 -1.34340 0.48126
C 11.24028 -0.15325 0.58462
C 10.58916 1.06372 0.42886
C 9.22573 1.09818 0.16856
H 8.61481 -2.25087 0.14045
H 11.03950 -2.29124 0.60398
H 12.30336 -0.17422 0.78748
H 11.14162 1.99075 0.51077
H 8.71736 2.04572 0.04652
```

LUMO = -4.0 eV
Spin multiplicity = 1
Energy relative to the best compared isomer or geometry (same formula, charge and spin) = 52.7 kcal per mole
Total charge = +1
E_HOMO = -10.3 eV
Kohn-Sham gap = 6.298 eV

***

5.
ORCA calculation (ωB97M-V/def2-TZVPD) on a molecular structure, C26H19N6ORuS.

```
54
C26H19N6ORuS, DFT ωB97M-V/def2-TZVPD
Ru 0.43055 -0.20801 0.42375
O -0.25746 -1.56759 -0.95602
N 0.57732 -2.30593 -1.64222
C 0.07266 -3.14525 -2.56709
C 0.89914 -3.89164 -3.36343
C 2.28211 -3.81737 -3.17550
C 2.78218 -3.00233 -2.18873
C 1.91608 -2.21572 -1.42247
S 2.50220 -1.11155 -0.24077
H -1.00409 -3.16708 -2.63095
H 0.47672 -4.53233 -4.11746
H 2.94436 -4.39511 -3.79791
H 3.83833 -2.93102 -1.98036
N -1.03666 3.42719 -1.89704
C 0.01044 2.59813 -1.78698
N -0.25564 1.68736 -0.87866
C -1.51967 2.00294 -0.43767
N -2.00445 3.06411 -1.05689
C -2.20837 1.17321 0.51720
C -3.55327 1.34210 0.87153
N -4.18536 0.48105 1.63062
C -3.49923 -0.56290 2.09770
C -2.15497 -0.72708 1.82074
N -1.50757 0.12905 1.02539
H -1.17000 4.22769 -2.49765
H 0.91402 2.65961 -2.35971
H -4.11212 2.19301 0.51138
H -4.04402 -1.26269 2.71312
H -1.57130 -1.54416 2.23583
C 1.17187 0.74333 1.94562
C 1.56348 0.86827 3.11197
C 1.94896 0.79469 4.44044
C 2.56018 1.92448 5.09121
C 3.48636 1.75886 6.13550
C 4.02832 2.86060 6.76166
C 3.68032 4.14404 6.36205
C 2.79166 4.32207 5.30839
C 2.24505 3.22925 4.67188
C 1.68118 -0.46625 5.09145
C 1.56097 -0.56243 6.48835
C 1.28883 -1.77463 7.08796
C 1.10018 -2.91458 6.31945
C 1.16852 -2.82733 4.93456
C 1.45618 -1.62711 4.32669
H 3.79809 0.76397 6.41898
H 4.73297 2.72611 7.56722
H 4.10856 4.99693 6.86494
H 2.51599 5.31511 4.98480
H 1.53646 3.35928 3.86499
H 1.63868 0.32854 7.09287
H 1.21058 -1.83537 8.16271
H 0.89285 -3.86280 6.79186
H 0.99962 -3.70756 4.33349
H 1.52148 -1.56974 3.24539
```

LUMO (alpha / beta) = -4.2 / -4.2 eV
Spin multiplicity = 1
Energy relative to the best compared isomer or geometry (same formula, charge and spin) = 18.4 kcal per mole
Total charge = +1
E_HOMO (alpha / beta) = -10.4 / -10.1 eV
Kohn-Sham gap (alpha / beta) = 6.238 / 5.940 eV

***

spin multiplicity of number 4 (C26H19N4OSnTe)?
1